(one)
{"formula": "C11H11NOS", "method": "ωB97M-V/def2-TZVPD", "species": ["C", "C", "C", "C", "C", "C", "C", "C", "C", "C", "C", "N", "O", "S", "H", "H", "H", "H", "H", "H", "H", "H", "H", "H", "H"], "coordinates": [[-2.8666, -1.7619, -0.0686], [-3.6599, -0.6903, 0.4231], [-1.5334, -1.5999, -0.2095], [-3.0982, 0.5116, 0.6739], [-0.8695, -0.3622, 0.1007], [-1.7075, 0.7927, 0.4265], [-0.3434, 2.7453, 0.1077], [0.1757, 2.6613, -1.1317], [2.5190, -1.5227, -0.0114], [2.9650, -0.3409, 0.8314], [0.5016, -0.4189, 0.1965], [-1.3688, 2.0302, 0.5930], [1.1186, -1.6226, 0.0971], [1.6127, 0.8741, 0.5713], [-3.3357, -2.7029, -0.3120], [-4.7173, -0.8470, 0.5772], [-0.9137, -2.4152, -0.5511], [-3.6885, 1.3501, 1.0096], [-0.0450, 3.5585, 0.7613], [-0.1677, 1.9156, -1.8287], [0.8689, 3.3967, -1.4967], [2.7894, -1.3668, -1.0659], [2.9357, -2.4710, 0.3340], [3.0119, -0.5817, 1.8936], [3.9038, 0.0911, 0.4997]], "nbo_charge": [-0.28, -0.19, -0.09, -0.22, -0.29, 0.25, -0.02, -0.49, -0.08, -0.56, 0.25, -0.48, -0.48, 0.36, 0.21, 0.21, 0.21, 0.23, 0.19, 0.19, 0.20, 0.18, 0.21, 0.22, 0.24], "homo_ev": [-7.1, -7.1], "e_lumo_ev": [-0.19, -0.19], "orbital_gap_ev": [6.95, 6.95], "smiles": "C=C/N=C1/C=CC=C/C1=C1\\OCCS1", "spin_multiplicity": 1}


(two)
{"formula": "C11H11NOS", "method": "ωB97M-V/def2-TZVPD", "species": ["C", "C", "C", "C", "C", "C", "C", "C", "C", "C", "C", "N", "O", "S", "H", "H", "H", "H", "H", "H", "H", "H", "H", "H", "H"], "coordinates": [[-3.4907, -0.1706, 1.2627], [-3.0288, 1.1741, 1.1406], [-2.6363, -1.2125, 0.8205], [-1.7045, 1.4448, 0.6728], [-1.2986, -0.9286, 0.5003], [-0.7998, 0.3842, 0.5746], [-0.2139, -1.8313, 0.4882], [2.3441, -1.3642, 0.4388], [3.0793, -0.0520, 0.5541], [0.5917, 0.2774, 0.4689], [0.8609, 0.8719, -2.2809], [0.9352, -1.0306, 0.3648], [-0.2689, -3.0710, 0.4350], [1.9394, 1.2088, 1.0880], [-4.4948, -0.4636, 1.3597], [-3.7000, 2.0077, 1.1317], [-2.9858, -2.1871, 0.7363], [-1.4551, 2.4681, 0.3690], [2.6713, -1.8452, -0.4694], [2.4862, -1.9529, 1.2963], [3.8585, -0.2911, 1.2035], [3.5142, 0.2014, -0.4285], [0.2972, 0.2658, -2.9598], [1.7645, 0.5067, -1.7939], [0.6887, 1.8484, -2.1696]], "nbo_charge": [-0.23, -0.19, -0.13, -0.19, -0.15, -0.11, 0.61, -0.20, -0.55, 0.09, -0.48, -0.42, -0.59, 0.32, 0.22, 0.22, 0.22, 0.22, 0.22, 0.21, 0.24, 0.22, 0.18, 0.15, 0.15], "homo_ev": [-8.7, -6.8], "e_lumo_ev": [-0.75, 0.08], "orbital_gap_ev": [7.95, 6.88], "spin_multiplicity": 1}


Most stable: (one)